{
  "formula": "C44H34BrN7O5P2ReSe2",
  "method": "wB97M-V/def2-TZVPD",
  "total_charge": 2,
  "spin_multiplicity": 2,
  "e_above_lowest_kj_mol": 31.2,
  "e_lumo_ha": [-0.2273, -0.2567],
  "orbital_gap_ha": [0.2387, 0.2094],
  "e_homo_ev": [-12.681, -12.684],
  "total_energy_ev": -288276.161,
  "symbols": ["Re", "Se", "P", "C", "C", "C", "C", "C", "C", "C", "C", "C", "C", "C", "C", "C", "C", "N", "N", "N", "P", "Se", "C", "C", "C", "C", "C", "C", "C", "C", "C", "C", "C", "C", "H", "H", "H", "H", "H", "H", "H", "H", "H", "H", "H", "H", "H", "H", "H", "H", "H", "H", "H", "H", "O", "C", "O", "C", "C", "C", "C", "C", "C", "N", "C", "C", "C", "C", "C", "C", "N", "H", "H", "H", "H", "H", "H", "H", "H", "H", "H", "O", "N", "O", "O", "Br", "C", "C", "C", "C", "C", "N", "H", "H", "H", "H"],
  "coordinates": [[0.242, -0.400, 0.022], [0.126, 6.110, 2.359], [1.924, 4.830, 2.481], [3.251, 5.461, 1.476], [3.433, 4.974, 0.182], [4.390, 5.556, -0.634], [5.151, 6.617, -0.167], [4.963, 7.108, 1.121], [4.012, 6.536, 1.945], [2.436, 4.649, 4.184], [1.464, 4.602, 5.188], [1.848, 4.464, 6.510], [3.197, 4.376, 6.832], [4.163, 4.408, 5.837], [3.788, 4.543, 4.510], [1.261, 3.356, 1.736], [1.600, 2.029, 1.495], [0.601, 1.551, 0.715], [-0.292, 2.503, 0.505], [0.092, 3.596, 1.107], [2.984, 0.951, 1.849], [2.227, -1.062, 1.323], [3.464, 1.040, 3.564], [4.771, 0.696, 3.915], [5.108, 0.572, 5.254], [4.145, 0.769, 6.232], [2.843, 1.109, 5.884], [2.500, 1.251, 4.550], [4.429, 1.338, 0.860], [4.817, 0.539, -0.212], [5.944, 0.875, -0.945], [6.678, 2.005, -0.615], [6.292, 2.805, 0.453], [5.173, 2.471, 1.194], [2.838, 4.152, -0.196], [4.536, 5.179, -1.638], [5.892, 7.073, -0.810], [5.553, 7.942, 1.477], [3.859, 6.929, 2.944], [0.415, 4.693, 4.934], [1.099, 4.434, 7.290], [3.496, 4.284, 7.869], [5.212, 4.338, 6.093], [4.546, 4.589, 3.738], [5.519, 0.517, 3.155], [6.120, 0.305, 5.529], [4.407, 0.651, 7.276], [2.091, 1.254, 6.646], [1.486, 1.513, 4.274], [4.245, -0.341, -0.476], [6.249, 0.253, -1.775], [7.558, 2.263, -1.190], [6.868, 3.684, 0.712], [4.887, 3.086, 2.040], [-2.055, 2.247, 7.319], [-1.085, 1.468, 6.816], [-0.148, 1.150, 7.492], [-1.208, 1.059, 5.377], [-0.650, -0.153, 4.980], [-0.686, -0.538, 3.650], [-1.291, 0.295, 2.716], [-1.822, 1.521, 3.099], [-1.781, 1.899, 4.431], [-1.405, -0.090, 1.331], [-2.582, 0.027, 0.821], [-2.707, -0.085, -0.606], [-3.926, -0.063, -1.264], [-3.932, -0.144, -2.646], [-2.714, -0.239, -3.299], [-1.534, -0.260, -2.572], [-1.517, -0.177, -1.237], [-2.820, 2.292, 6.732], [-0.186, -0.788, 5.723], [-0.253, -1.483, 3.351], [-2.234, 2.189, 2.354], [-2.181, 2.866, 4.712], [-3.444, 0.253, 1.441], [-4.842, 0.018, -0.695], [-4.861, -0.131, -3.198], [-2.661, -0.291, -4.377], [-0.574, -0.336, -3.058], [2.214, 0.914, -3.282], [1.991, 0.944, -2.108], [2.446, 1.706, -1.292], [1.084, -0.028, -1.703], [1.268, -2.858, -2.670], [0.278, -3.474, -1.202], [0.065, -4.846, -1.129], [-0.651, -5.364, -0.072], [-1.145, -4.486, 0.882], [-0.890, -3.144, 0.733], [-0.179, -2.609, -0.288], [0.470, -5.480, -1.904], [-0.823, -6.429, 0.005], [-1.721, -4.829, 1.729], [-1.276, -2.444, 1.459]]
}

=====

{
  "formula": "C44H34O2P3S2Sn",
  "method": "wB97M-V/def2-TZVPD",
  "total_charge": -1,
  "e_above_lowest_kj_mol": 108.8,
  "e_lumo_ha": 0.0930,
  "orbital_gap_ha": 0.2481,
  "e_homo_ev": -4.219,
  "total_energy_ev": -105646.969,
  "symbols": ["Sn", "S", "P", "C", "P", "S", "C", "C", "C", "C", "C", "C", "C", "C", "C", "C", "C", "C", "C", "C", "C", "C", "C", "C", "C", "C", "C", "C", "C", "C", "H", "H", "H", "H", "H", "H", "H", "H", "H", "H", "H", "H", "H", "H", "H", "H", "H", "H", "H", "H", "O", "C", "O", "C", "C", "C", "C", "C", "C", "P", "C", "C", "C", "C", "C", "C", "C", "C", "C", "C", "C", "C", "H", "H", "H", "H", "H", "H", "H", "H", "H", "H", "H", "H", "H", "H"],
  "coordinates": [[1.391, 1.335, 1.335], [1.879, -1.153, 0.597], [0.238, -2.054, 1.462], [-0.500, -1.274, 2.787], [-1.559, -0.114, 2.143], [-1.094, 1.346, 0.722], [-2.083, 0.930, 3.527], [-1.223, 1.038, 4.611], [-1.455, 1.990, 5.587], [-2.541, 2.844, 5.470], [-3.417, 2.718, 4.402], [-3.189, 1.765, 3.426], [-3.104, -0.824, 1.477], [-3.611, -0.576, 0.211], [-4.673, -1.329, -0.260], [-5.225, -2.329, 0.523], [-4.723, -2.570, 1.794], [-3.662, -1.825, 2.265], [0.960, -3.577, 2.116], [1.632, -4.462, 1.284], [2.253, -5.571, 1.826], [2.216, -5.790, 3.195], [1.542, -4.906, 4.022], [0.911, -3.801, 3.482], [-0.727, -2.639, 0.024], [-0.811, -1.882, -1.135], [-1.653, -2.271, -2.159], [-2.423, -3.416, -2.031], [-2.351, -4.167, -0.867], [-1.521, -3.771, 0.164], [-0.366, 0.375, 4.658], [-0.775, 2.086, 6.425], [-2.699, 3.621, 6.206], [-4.264, 3.388, 4.315], [-3.842, 1.680, 2.568], [-3.161, 0.206, -0.384], [-5.065, -1.137, -1.249], [-6.048, -2.923, 0.147], [-5.150, -3.351, 2.408], [-3.228, -2.018, 3.239], [1.671, -4.249, 0.224], [2.784, -6.262, 1.186], [2.729, -6.641, 3.623], [1.519, -5.072, 5.090], [0.379, -3.088, 4.097], [-0.186, -1.002, -1.220], [-1.708, -1.672, -3.058], [-3.075, -3.727, -2.838], [-2.953, -5.061, -0.763], [-1.468, -4.342, 1.083], [1.825, 3.677, 0.541], [3.073, 3.497, 0.538], [3.714, 2.926, 1.417], [3.691, 3.879, -0.772], [4.652, 4.838, -1.031], [4.993, 5.118, -2.346], [4.388, 4.436, -3.391], [3.446, 3.454, -3.131], [3.098, 3.175, -1.817], [1.834, 1.936, -1.383], [2.341, 0.615, -2.564], [1.816, 0.323, -3.817], [2.311, -0.748, -4.544], [3.324, -1.540, -4.031], [3.859, -1.250, -2.787], [3.375, -0.175, -2.066], [0.341, 2.699, -2.066], [0.150, 4.075, -2.006], [-1.059, 4.621, -2.393], [-2.070, 3.807, -2.874], [-1.888, 2.436, -2.922], [-0.696, 1.879, -2.501], [5.115, 5.374, -0.214], [5.726, 5.883, -2.564], [4.636, 4.684, -4.415], [2.962, 2.930, -3.944], [1.014, 0.918, -4.233], [1.899, -0.973, -5.519], [3.687, -2.385, -4.599], [4.640, -1.870, -2.372], [3.783, 0.051, -1.087], [0.932, 4.709, -1.617], [-1.218, 5.686, -2.308], [-3.007, 4.243, -3.189], [-2.685, 1.795, -3.271], [-0.574, 0.806, -2.481]]
}